Record 1
Formula: C38H34ClN7O2RbS
Source: the Open Molecules 2025 dataset
Level of theory: wB97M-V/def2-TZVPD

Geometry (Å):
Rb  -0.2547  0.9518  0.7055
Cl  -6.1663  -1.5077  5.6230
C  -4.8867  -0.6406  4.9125
C  -5.0717  0.6948  4.5072
C  -4.1125  1.3092  3.7909
C  -2.8823  0.6678  3.4300
O  -2.0245  1.3130  2.7381
C  -2.6622  -0.7314  3.9431
C  -1.4845  -1.4534  3.7496
N  -0.3911  -1.1100  3.1081
C  0.7388  -1.8327  3.3771
C  0.9580  -2.6764  4.4528
C  2.1864  -3.3658  4.6240
C  3.2126  -3.2574  3.7071
C  3.0690  -2.4425  2.5865
C  4.0531  -2.2690  1.5905
C  3.7456  -1.6256  0.4127
C  2.4279  -1.1911  0.2522
N  1.5250  -1.2150  1.2220
C  1.7987  -1.7658  2.4003
C  -3.6624  -1.2768  4.7776
H  -6.0221  1.2265  4.7789
H  -4.2309  2.3447  3.4554
H  -1.5111  -2.4351  4.2527
H  0.1872  -2.7876  5.2140
H  2.3241  -3.9735  5.5279
H  4.1257  -3.8576  3.7951
H  5.0832  -2.6760  1.7531
H  4.5226  -1.5978  -0.3362
H  2.0796  -0.7987  -0.6906
H  -3.4677  -2.2110  5.2285
C  -4.7597  2.1298  -4.2957
C  -3.3602  2.1463  -4.9040
N  -2.6956  0.8250  -4.7650
C  -3.0231  -0.1803  -5.7724
C  -3.8235  -1.3809  -5.3096
C  -2.0176  0.4667  -3.6383
S  -1.9044  1.6122  -2.3510
N  -1.3912  -0.7140  -3.7020
C  -0.7077  -1.2192  -2.6488
O  -0.6471  -0.8206  -1.4677
C  0.0297  -2.4856  -3.0400
C  0.4187  -2.7883  -4.3212
C  1.2961  -3.8463  -4.5911
C  1.7034  -4.7251  -3.5717
C  1.2621  -4.4585  -2.2960
C  0.4834  -3.3243  -2.0034
H  -5.1539  3.1635  -4.1761
H  -4.7494  1.5960  -3.3690
H  -5.4547  1.6685  -4.9884
H  -2.7241  2.8722  -4.3510
H  -3.3344  2.3703  -5.9467
H  -2.1170  -0.5922  -6.2364
H  -3.5321  0.3304  -6.6149
H  -3.1533  -2.1735  -4.9382
H  -4.3696  -1.7418  -6.1809
H  -4.5786  -1.1555  -4.4969
H  0.1625  -2.1421  -5.1615
H  1.6138  -4.0393  -5.6011
H  2.3713  -5.5560  -3.7785
H  1.4427  -5.1879  -1.4977
H  0.2014  -3.1418  -0.9729
N  3.5072  3.1686  1.4757
C  2.6081  3.2028  2.5180
C  3.0315  4.0435  3.6030
C  2.4156  3.8853  4.8136
C  1.2937  3.0303  4.9122
C  0.8535  2.4176  3.7486
N  1.5378  2.4418  2.5782
C  3.2494  3.0923  0.1199
C  4.3689  3.4415  -0.7237
C  4.1522  3.6345  -2.0685
C  2.8359  3.3713  -2.5809
C  1.8609  2.9476  -1.6527
N  2.0381  2.8109  -0.3405
H  4.3424  3.7024  1.6710
H  3.9362  4.6491  3.4354
H  2.7889  4.4064  5.6729
H  0.7715  2.9226  5.8924
H  -0.1093  1.8578  3.7019
H  5.3668  3.6010  -0.2761
H  4.9836  3.8742  -2.7377
H  2.6326  3.4397  -3.6576
H  0.8398  2.7417  -2.0068

The calculation puts the HOMO energy at -0.1554 Eh. The calculation puts the frontier orbital gap at 0.2260 Eh. As for the charge: -1.

Record 2
Formula: C16H25Br15O7S
Source: the Open Molecules 2025 dataset
Level of theory: wB97M-V/def2-TZVPD

Geometry (Å):
O  2.3192  23.3526  -10.7746
C  1.6317  24.1506  -10.1922
O  1.5862  24.2293  -8.8908
C  0.7155  25.2054  -8.3951
C  0.2749  25.9843  -9.6196
C  0.7686  25.2483  -10.8116
H  1.3019  25.8012  -7.6956
H  -0.0954  24.7921  -7.7954
H  0.7812  26.9426  -9.5037
H  -0.7501  26.3315  -9.7498
H  1.2865  25.9316  -11.4846
H  -0.1215  24.9030  -11.3375
O  7.3836  17.5979  -11.2777
C  7.1902  17.6402  -12.4922
O  8.1877  17.8553  -13.3699
C  7.6516  18.0739  -14.6109
C  6.1904  18.5250  -14.3802
C  5.8323  17.7150  -13.1618
H  7.6966  17.1096  -15.1172
H  8.1507  18.8229  -15.2257
H  5.5752  18.2967  -15.2506
H  6.1195  19.5878  -14.1486
H  5.5277  16.6899  -13.3726
H  5.0933  18.0999  -12.4591
O  -3.3361  21.1144  -16.0814
S  -2.8646  20.8887  -17.4117
O  -2.8815  21.9301  -18.4557
O  -1.3547  20.2051  -17.3820
C  -0.5530  20.4602  -16.2408
C  -0.3027  19.1322  -15.6084
C  -3.7282  19.3718  -18.1678
H  -1.0457  21.0158  -15.4429
H  0.3048  21.0356  -16.5886
H  0.1276  18.4895  -16.3764
H  -1.1831  18.5968  -15.2531
H  0.4882  19.3433  -14.8888
H  -3.5907  19.2066  -19.2364
H  -4.7933  19.6025  -18.1453
H  -3.4581  18.4906  -17.5859
C  -7.5722  25.2207  -13.4995
Br  -9.2254  25.0484  -12.4555
Br  -6.0488  25.4411  -12.2255
Br  -7.7248  26.5979  -14.8298
H  -7.3126  24.2888  -14.0019
C  -11.1104  19.1691  -15.4624
Br  -10.2003  18.1948  -16.9446
Br  -12.0210  20.7424  -16.1484
Br  -9.6213  19.5584  -14.2338
H  -11.7719  18.4550  -14.9720
C  -7.6663  25.9295  -21.2428
Br  -7.5583  24.9601  -22.9765
Br  -9.3882  25.4924  -20.3032
Br  -7.3193  27.8743  -21.4175
H  -6.8060  25.5431  -20.6963
C  -1.3309  23.7166  -23.9006
Br  0.0776  23.7745  -25.2583
Br  -2.4912  22.2633  -24.4616
Br  -2.2637  25.4873  -23.7267
H  -0.8673  23.5180  -22.9343
C  1.0214  13.0827  -17.2423
Br  0.1499  13.2473  -15.4920
Br  0.3032  14.2672  -18.7493
Br  1.1276  11.2083  -17.7962
H  2.0915  13.2688  -17.1518

The calculation puts the HOMO energy at -0.3719 Eh. The calculation puts the frontier orbital gap at 0.3428 Eh. As for the charge: 0.

Record 3
Formula: C4H5N
Source: the Open Molecules 2025 dataset
Level of theory: wB97M-V/def2-TZVPD

Geometry (Å):
C  1.0803  -0.1280  -0.4662
C  0.4506  1.0842  -0.0300
C  -0.7870  0.7685  0.4360
N  -0.9574  -0.5763  0.2840
C  0.1741  -1.1246  -0.2526
H  2.0585  -0.1509  -0.9262
H  0.9033  2.0678  -0.1050
H  -1.5715  1.4034  0.8065
H  -1.6910  -1.1607  0.6407
H  0.3401  -2.1833  -0.3873

The calculation puts the HOMO energy at -0.3078 Eh. Its SMILES is c1cc[nH]c1. The calculation puts the frontier orbital gap at 0.3479 Eh. As for the charge: 0.